Computed, not measured: a structure of composition C29H49BrN2OP2Pt, with ωB97M-V with the def2-TZVPD basis set.

Properties
- Net charge: +4
- Energy above the lowest of the compared OMol25 structures with the same formula, charge and spin: 40.7 kcal per mole
- Maximum force: 4.30 eV/A
- Electronic energy: -127717.3343 eV
- Frontier orbital gap (alpha / beta): 0.19203 / 0.13492 hartree
- Spin multiplicity: 5
- LUMO (alpha / beta): -0.497 / -0.565 hartree

Element x y z (Å)
N1 1.830 5.506 0.526
C1 0.818 5.008 1.247
C2 0.747 3.668 1.578
C3 1.844 2.822 1.279
C4 2.941 3.387 0.553
C5 2.868 4.733 0.210
C6 1.805 1.423 1.596
Pt1 0.886 -0.918 -0.264
P1 -0.556 -2.653 -0.147
C7 2.624 0.463 0.988
C8 2.819 -0.869 1.588
C9 3.826 -1.755 1.107
C10 3.716 -3.108 1.406
C11 2.626 -3.475 2.207
C12 1.967 -2.591 3.050
C13 2.066 -1.238 2.741
Br1 2.026 -5.368 2.132
H1 0.956 1.077 2.195
H2 3.286 0.732 0.159
H3 -0.163 3.230 1.990
H4 3.780 2.770 0.206
H5 0.030 5.693 1.542
H6 3.693 5.192 -0.364
H7 4.594 -1.361 0.435
H8 1.537 -0.479 3.306
H9 4.365 -3.866 0.978
H10 1.344 -2.948 3.868
P2 0.386 0.269 -2.164
C14 -1.237 -2.752 1.558
C15 -1.235 -4.145 2.163
H11 -2.253 -2.325 1.566
H12 -0.627 -2.069 2.170
H13 -1.648 -4.138 3.180
H14 -1.805 -4.879 1.582
H15 -0.205 -4.514 2.258
C16 0.742 -3.888 -0.493
C17 0.326 -5.306 -0.846
H16 1.322 -3.929 0.438
H17 1.446 -3.481 -1.238
H18 1.223 -5.930 -0.916
H19 -0.311 -5.756 -0.080
H20 -0.174 -5.342 -1.816
C18 -1.928 -2.869 -1.318
C19 -2.857 -4.034 -0.980
H21 -1.514 -2.988 -2.332
H22 -2.489 -1.921 -1.318
H23 -3.628 -4.132 -1.754
H24 -2.325 -4.992 -0.936
H25 -3.372 -3.873 -0.026
C20 -1.144 0.784 -3.024
C21 -2.119 -0.290 -3.503
H26 -0.810 1.358 -3.908
H27 -1.670 1.503 -2.382
H28 -2.676 0.074 -4.380
H29 -1.614 -1.216 -3.803
H30 -2.868 -0.534 -2.737
C22 1.212 -0.836 -3.366
C23 2.628 -1.194 -2.932
H31 1.194 -0.310 -4.325
H32 0.585 -1.733 -3.449
H33 2.968 -2.078 -3.480
H34 3.335 -0.381 -3.123
H35 2.686 -1.436 -1.853
C24 1.358 1.811 -2.341
C25 0.573 3.117 -2.217
H36 1.815 1.746 -3.340
H37 2.175 1.793 -1.607
H38 1.263 3.964 -2.331
H39 -0.200 3.226 -2.987
H40 0.096 3.211 -1.233
C26 -4.713 1.792 2.285
N2 -3.299 1.460 2.293
C27 -2.624 1.533 3.580
C28 -2.658 0.915 1.227
C29 -3.406 0.845 -0.068
O1 -1.491 0.483 1.311
H41 -5.011 2.067 3.303
H42 -5.312 0.925 1.959
H43 -4.921 2.638 1.610
H44 -1.579 1.215 3.486
H45 -2.657 2.560 3.969
H46 -3.134 0.897 4.316
H47 -2.809 1.314 -0.849
H48 -3.563 -0.205 -0.333
H49 -4.371 1.340 -0.030

Computed, not measured: a structure of composition C29H49BrN4O2PPdS2, with ωB97M-V with the def2-TZVPD basis set.

Properties
- Net charge: -1
- Maximum force: 2.11 eV/A
- Electronic energy: -145407.9433 eV
- Frontier orbital gap: 0.26418 hartree
- Spin multiplicity: 1
- LUMO: 0.094 hartree

Element x y z (Å)
Pd1 0.295 0.069 -0.185
C1 -2.994 1.432 -1.367
C2 -2.828 2.024 0.062
C3 -3.324 3.484 0.177
P1 -1.063 1.711 0.668
C4 -1.500 1.536 2.500
C5 -2.077 0.132 2.632
C6 -2.345 2.570 3.228
C7 0.020 3.279 0.434
C8 0.230 4.170 1.676
C9 -0.330 4.117 -0.796
H1 -3.991 1.682 -1.746
H2 -3.049 0.351 -1.375
H3 -2.233 1.755 -2.062
H4 -3.487 1.431 0.719
H5 -3.151 4.085 -0.745
H6 -2.822 3.993 1.005
H7 -4.421 3.400 0.339
H8 -0.436 1.560 2.879
H9 -2.993 -0.015 2.042
H10 -2.283 -0.234 3.651
H11 -1.413 -0.610 2.160
H12 -3.385 2.521 2.909
H13 -1.994 3.549 2.966
H14 -2.357 2.399 4.294
H15 0.982 2.789 0.198
H16 -0.708 4.657 1.913
H17 0.978 4.959 1.420
H18 0.562 3.651 2.567
H19 -0.953 4.933 -0.480
H20 -0.931 3.559 -1.497
H21 0.580 4.462 -1.272
S1 -4.309 -2.931 -1.361
C10 -3.165 -2.557 -2.472
N1 -2.066 -1.784 -2.181
C11 -1.029 -1.629 -3.048
C12 -1.145 -2.104 -4.309
C13 -2.380 -2.670 -4.641
N2 -3.269 -3.002 -3.765
H22 -1.879 -1.510 -1.260
H23 -0.215 -1.058 -2.696
H24 -0.248 -2.067 -4.967
H25 -2.616 -3.019 -5.630
Br1 -1.753 1.807 -4.615
C14 -0.005 1.634 -5.330
C15 0.173 1.279 -6.675
C16 1.444 1.345 -7.232
C17 2.515 1.744 -6.444
C18 2.308 1.999 -5.107
C19 1.089 1.904 -4.499
C20 1.028 2.071 -2.978
O1 1.870 2.819 -2.480
O2 0.175 1.376 -2.391
H26 -0.707 1.041 -7.271
H27 1.588 1.028 -8.271
H28 3.504 1.855 -6.857
H29 3.121 2.274 -4.428
C21 1.943 -4.806 2.038
C22 0.685 -5.134 1.207
C23 -0.551 -4.415 1.720
C24 -0.524 -2.949 1.286
N3 0.525 -2.170 1.853
C25 1.305 -1.308 1.027
S2 1.784 -1.721 -0.573
N4 2.317 -0.693 1.793
C26 2.149 -0.159 3.158
C27 2.432 -1.174 4.312
C28 3.878 -1.100 4.842
C29 4.855 -1.773 3.917
H30 2.711 -5.597 1.920
H31 1.607 -4.744 3.060
H32 2.394 -3.871 1.722
H33 0.552 -6.234 1.237
H34 0.833 -4.883 0.154
H35 -0.582 -4.520 2.801
H36 -1.466 -4.834 1.319
H37 -1.559 -2.525 1.453
H38 -0.431 -2.953 0.227
H39 0.244 -1.768 2.733
H40 2.810 -0.040 1.189
H41 1.100 0.203 3.309
H42 2.934 0.571 3.253
H43 2.239 -2.217 4.002
H44 1.774 -0.965 5.152
H45 3.863 -1.535 5.880
H46 4.187 -0.055 5.025
H47 4.739 -2.878 3.994
H48 5.899 -1.524 4.136
H49 4.744 -1.475 2.847

Computed, not measured: a structure of composition C29H49N3O22S2, with ωB97M-V with the def2-TZVPD basis set.

Properties
- Maximum force: 4.50 eV/A
- Electronic energy: -102047.1927 eV
- Frontier orbital gap: 0.27269 hartree
- Spin multiplicity: 1
- LUMO: -0.051 hartree

Element x y z (Å)
C1 0.024 1.452 1.970
C2 0.496 1.055 0.522
O1 -0.381 1.494 -0.556
C3 -1.109 2.621 -0.229
C4 -2.611 2.523 -0.121
C5 -3.254 1.116 -0.398
O2 -3.753 1.152 -1.775
N1 -2.695 1.371 -2.644
O3 -2.929 2.290 -3.342
C6 -3.495 3.641 0.185
S1 -5.305 3.402 0.263
C7 -2.921 5.000 0.430
N2 -3.553 6.195 0.714
S2 -2.258 7.252 0.805
N3 -0.888 6.360 0.511
C8 -1.401 5.072 0.310
C9 -0.497 3.927 -0.021
C10 1.050 4.111 -0.153
O4 1.646 3.427 -1.251
C11 0.950 3.657 -2.485
H1 0.590 0.798 2.697
H2 0.337 2.507 2.180
H3 -1.063 1.281 2.172
H4 1.569 1.372 0.366
H5 0.516 -0.075 0.466
H6 -2.499 0.293 -0.312
H7 -4.106 0.886 0.297
H8 -5.598 2.470 1.232
H9 1.577 3.779 0.785
H10 1.243 5.227 -0.223
H11 1.659 3.615 -3.359
H12 0.228 2.795 -2.634
H13 0.345 4.600 -2.511
C12 4.768 -4.126 -1.232
O5 4.371 -3.218 -2.259
C13 3.158 -2.679 -2.079
O6 2.414 -2.896 -1.155
O7 2.916 -1.854 -3.108
C14 1.649 -1.202 -3.050
H14 5.760 -4.498 -1.481
H15 4.821 -3.616 -0.268
H16 4.083 -4.973 -1.182
H17 1.580 -0.576 -2.159
H18 0.838 -1.932 -3.073
H19 1.560 -0.562 -3.927
C15 -4.188 -4.841 -4.322
O8 -2.913 -4.303 -4.672
C16 -1.884 -5.116 -4.413
O9 -1.955 -6.217 -3.928
O10 -0.759 -4.494 -4.785
C17 0.430 -5.254 -4.566
H20 -4.941 -4.097 -4.577
H21 -4.391 -5.750 -4.891
H22 -4.242 -5.038 -3.251
H23 0.408 -6.177 -5.147
H24 0.559 -5.468 -3.504
H25 1.276 -4.655 -4.901
C18 4.988 -2.356 5.534
O11 4.736 -3.538 4.777
C19 3.695 -3.443 3.941
O12 2.993 -2.476 3.793
O13 3.571 -4.610 3.298
C20 2.491 -4.654 2.365
H26 5.849 -2.551 6.172
H27 5.226 -1.520 4.875
H28 4.134 -2.115 6.168
H29 2.630 -3.910 1.579
H30 1.537 -4.506 2.873
H31 2.485 -5.641 1.906
C21 -5.466 5.636 4.261
O14 -6.514 4.830 4.800
C22 -6.115 3.631 5.236
O15 -4.988 3.205 5.207
O16 -7.187 2.985 5.712
C23 -6.908 1.680 6.216
H32 -5.904 6.580 3.940
H33 -4.712 5.846 5.021
H34 -5.015 5.152 3.393
H35 -6.210 1.731 7.053
H36 -6.514 1.038 5.427
H37 -7.846 1.256 6.572
C24 2.896 -10.670 0.663
O17 2.493 -9.769 -0.368
C25 1.278 -9.235 -0.187
O18 0.542 -9.453 0.740
O19 1.028 -8.417 -1.215
C26 -0.246 -7.771 -1.155
H38 3.889 -11.037 0.410
H39 2.950 -10.156 1.624
H40 2.215 -11.520 0.718
H41 -0.316 -7.142 -0.266
H42 -1.051 -8.505 -1.172
H43 -0.339 -7.137 -2.035
C27 5.089 9.758 -2.491
O20 4.181 9.288 -1.496
C28 3.040 8.787 -1.987
O21 2.745 8.711 -3.152
O22 2.286 8.386 -0.957
C29 1.027 7.825 -1.334
H44 5.971 10.138 -1.978
H45 5.394 8.944 -3.149
H46 4.644 10.571 -3.065
H47 1.171 6.933 -1.948
H48 0.420 8.561 -1.864
H49 0.504 7.535 -0.420

Computed, not measured: a structure of composition C29H49NP2W, with ωB97M-V with the def2-TZVPD basis set.

Properties
- Net charge: +2
- Maximum force: 4.68 eV/A
- Electronic energy: -52744.7005 eV
- Frontier orbital gap (alpha / beta): 0.23813 / 0.22979 hartree
- Spin multiplicity: 3
- LUMO (alpha / beta): -0.258 / -0.266 hartree

Element x y z (Å)
W1 0.060 -0.445 1.798
C1 -0.812 -2.329 2.460
C2 0.496 -2.582 1.923
C3 0.733 -1.177 3.772
C4 -0.667 -1.479 3.611
C5 1.445 -1.844 2.716
C6 -2.101 -2.937 1.992
H1 -1.993 -3.380 0.997
H2 -2.919 -2.200 1.970
H3 -2.416 -3.746 2.668
C7 -1.813 -1.005 4.441
H4 -2.618 -1.758 4.461
H5 -2.238 -0.075 4.031
H6 -1.504 -0.820 5.477
C8 1.389 -0.334 4.817
H7 1.048 -0.606 5.825
H8 1.184 0.731 4.656
H9 2.477 -0.471 4.785
C9 2.938 -1.874 2.577
H10 3.382 -2.513 3.357
H11 3.381 -0.872 2.693
H12 3.246 -2.292 1.612
C10 0.840 -3.637 0.925
H13 1.028 -4.579 1.460
H14 1.751 -3.395 0.369
H15 0.020 -3.822 0.224
C11 -1.628 0.726 -4.693
C12 -1.689 -0.612 -4.730
C13 -0.931 -1.500 -5.671
C14 0.484 -1.025 -6.090
C15 1.341 -0.550 -4.952
C16 1.402 0.692 -4.456
C17 0.641 1.882 -4.960
C18 -0.766 1.608 -5.549
H16 -1.520 -1.661 -6.591
H17 0.408 -0.289 -6.901
H18 -0.822 -2.490 -5.204
H19 -0.677 1.248 -6.582
H20 -2.306 1.276 -4.031
H21 -2.449 -1.126 -4.134
H22 -1.268 2.588 -5.608
H23 0.520 2.593 -4.128
H24 2.142 0.922 -3.680
H25 1.234 2.410 -5.728
H26 0.985 -1.908 -6.521
H27 2.014 -1.319 -4.554
P1 -1.142 -0.423 -0.357
C19 -2.638 0.574 -0.417
C20 -1.575 -1.905 -1.323
P2 1.672 0.068 0.005
C21 0.290 0.382 -1.230
C22 2.727 -1.159 -0.847
C23 2.812 1.445 0.256
H28 -2.587 1.405 0.294
H29 -3.474 -0.075 -0.120
H30 -2.828 0.953 -1.430
H31 -1.731 -1.643 -2.380
H32 -2.511 -2.321 -0.928
H33 -0.794 -2.673 -1.267
H34 2.978 2.001 -0.677
H35 3.771 1.014 0.589
H36 2.448 2.119 1.042
H37 0.113 1.449 -1.406
H38 0.506 -0.079 -2.202
H39 3.677 -1.253 -0.304
H40 2.941 -0.803 -1.866
H41 2.254 -2.144 -0.915
C24 -0.970 2.069 5.242
C25 -0.770 2.805 3.985
C26 -0.871 4.231 3.941
C27 -0.720 4.595 2.606
C28 -0.511 3.392 1.882
C29 -0.322 3.374 0.424
N1 -0.524 2.300 2.729
H42 -0.740 1.011 5.151
H43 -2.008 2.164 5.592
H44 -0.323 2.479 6.028
H45 -1.041 4.866 4.798
H46 -0.739 5.579 2.152
H47 -1.193 2.946 -0.094
H48 -0.219 4.403 0.049
H49 0.590 2.832 0.142

Computed, not measured: a structure of composition C29H50BaBrNOP2, with ωB97M-V with the def2-TZVPD basis set.

Properties
- Net charge: +2
- Energy above the lowest of the compared OMol25 structures with the same formula, charge and spin: 0.0 kcal per mole
- Maximum force: 2.36 eV/A
- Electronic energy: -123720.3409 eV
- Frontier orbital gap: 0.17223 hartree
- Spin multiplicity: 1
- LUMO: -0.282 hartree

Element x y z (Å)
N1 5.255 -0.735 -6.212
C1 5.704 0.076 -5.255
C2 5.366 -0.084 -3.903
C3 4.511 -1.151 -3.535
C4 4.055 -1.998 -4.580
C5 4.466 -1.760 -5.895
C6 4.127 -1.395 -2.153
Ba1 3.044 -1.153 0.451
P1 0.274 -2.958 3.500
C7 3.034 -2.242 -1.929
C8 1.679 -1.876 -2.301
C9 0.720 -2.913 -2.367
C10 -0.619 -2.632 -2.473
C11 -1.043 -1.284 -2.432
C12 -0.093 -0.256 -2.620
C13 1.260 -0.551 -2.580
Br1 -0.743 -1.147 0.325
H1 4.860 -1.075 -1.373
H2 3.180 -3.308 -1.692
H3 5.747 0.620 -3.166
H4 3.394 -2.848 -4.393
H5 6.348 0.894 -5.567
H6 4.126 -2.412 -6.700
H7 1.058 -3.943 -2.241
H8 1.999 0.233 -2.741
H9 -1.356 -3.434 -2.460
H10 -0.456 0.770 -2.710
P2 -2.833 -0.944 -2.359
C14 1.848 -2.521 2.717
C15 2.992 -3.119 3.545
H11 1.882 -1.412 2.719
H12 1.816 -2.973 1.698
H13 3.946 -2.601 3.378
H14 2.761 -3.050 4.616
H15 3.144 -4.182 3.319
C16 -0.359 -4.104 2.214
C17 -1.637 -4.801 2.667
H16 0.441 -4.840 2.040
H17 -0.509 -3.498 1.304
H18 -1.936 -5.533 1.910
H19 -1.470 -5.344 3.606
H20 -2.470 -4.102 2.812
C18 -0.990 -1.611 3.433
C19 -1.410 -1.129 4.821
H21 -1.873 -2.008 2.914
H22 -0.617 -0.780 2.815
H23 -2.157 -0.332 4.725
H24 -1.865 -1.950 5.389
H25 -0.560 -0.735 5.388
C20 -3.036 0.548 -1.373
C21 -4.473 0.950 -1.064
H26 -2.493 1.363 -1.876
H27 -2.481 0.337 -0.441
H28 -4.914 1.534 -1.879
H29 -5.116 0.088 -0.851
H30 -4.473 1.588 -0.172
C22 -3.601 -2.384 -1.599
C23 -4.023 -3.453 -2.605
H31 -4.459 -2.006 -1.025
H32 -2.889 -2.768 -0.858
H33 -4.865 -3.109 -3.216
H34 -3.215 -3.761 -3.280
H35 -4.352 -4.346 -2.067
C24 -3.564 -0.689 -3.984
C25 -3.196 0.623 -4.670
H36 -4.652 -0.752 -3.826
H37 -3.288 -1.553 -4.606
H38 -2.218 0.568 -5.159
H39 -3.943 0.827 -5.445
H40 -3.192 1.467 -3.972
C26 1.495 2.325 2.059
C27 1.171 1.749 0.709
O1 2.358 1.189 0.074
C28 3.307 2.085 -0.592
C29 2.666 3.329 -1.167
H41 2.042 1.615 2.694
H42 0.572 2.598 2.576
H43 2.093 3.237 1.963
H44 0.491 0.885 0.774
H45 0.713 2.455 0.009
H46 4.085 2.326 0.146
H47 3.763 1.477 -1.384
H48 2.444 4.064 -0.386
H49 3.373 3.791 -1.871
H50 1.749 3.109 -1.726